A structure of composition C34H39ClNO8RuSSb2Se4 at a distorted geometry, computed with ωB97M-V/def2-TZVPD.

Atoms and positions in Å:
1 Ru 1.1333 -0.9009 -0.0668
2 Se -0.3980 -4.9714 -5.2574
3 Sb 1.0093 -4.1012 -3.3493
4 Se 1.2246 -2.8766 -1.1058
5 Se 1.5286 -2.6894 1.1825
6 Se 3.2218 -4.3270 -4.3876
7 O 1.6575 2.3992 0.1970
8 Cl 2.1999 1.4213 1.1080
9 O 2.8326 2.0574 2.2059
10 O 3.1070 0.5494 0.3713
11 O 1.0758 0.5767 1.5694
12 O 1.3225 0.5240 -2.3265
13 C 1.8117 -0.0436 -3.2962
14 C 1.6068 0.3796 -4.7352
15 C 3.0102 0.3836 -5.4031
16 C 4.1584 0.7918 -4.4383
17 C 4.8621 -0.3425 -3.6518
18 C 3.9596 -0.9005 -2.5381
19 N 2.6658 -1.0936 -3.1906
20 H 1.1459 1.3669 -4.7527
21 H 0.9440 -0.3297 -5.2390
22 H 2.9831 1.0953 -6.2317
23 H 3.2236 -0.5990 -5.8303
24 H 3.7705 1.5251 -3.7212
25 H 4.9281 1.2993 -5.0254
26 H 5.7875 0.0516 -3.2236
27 H 5.1036 -1.1683 -4.3282
28 H 3.8575 -0.2036 -1.7076
29 H 4.3030 -1.8643 -2.1622
30 H 2.8189 -1.5917 -4.0613
31 C -4.1700 0.7353 -2.8430
32 C -3.0734 1.7684 -2.9246
33 C -3.2729 2.8289 -3.8117
34 C -2.3534 3.8540 -3.9479
35 C -1.1940 3.8383 -3.1873
36 C -0.9733 2.7900 -2.3083
37 C -1.8947 1.7467 -2.1706
38 Sb -1.2892 0.4358 -0.5628
39 C -2.2852 -1.4660 -0.7302
40 C -2.5324 -2.1029 0.4844
41 C -2.7343 -3.4750 0.5332
42 C -2.6566 -4.2221 -0.6316
43 C -2.4010 -3.6010 -1.8467
44 C -2.2051 -2.2233 -1.9103
45 C -1.6866 -1.6079 -3.1890
46 C -2.7774 1.3581 0.7402
47 C -4.1105 1.0742 0.4483
48 C -5.1470 1.8388 0.9640
49 C -4.8589 2.9035 1.8003
50 C -3.5433 3.1449 2.1633
51 C -2.4908 2.3831 1.6535
52 C -1.0972 2.6660 2.1376
53 H -5.0554 1.1834 -2.3855
54 H -3.8856 -0.1330 -2.2567
55 H -4.4478 0.4004 -3.8445
56 H -4.1802 2.8403 -4.4079
57 H -2.5411 4.6605 -4.6470
58 H -0.4627 4.6316 -3.2824
59 H -0.0576 2.7794 -1.7257
60 H -2.5320 -1.5319 1.4077
61 H -2.9096 -3.9551 1.4878
62 H -2.7356 -5.3016 -0.5867
63 H -2.2549 -4.1954 -2.7430
64 H -1.7269 -2.3256 -4.0081
65 H -0.6358 -1.3471 -3.0159
66 H -2.2083 -0.6978 -3.4726
67 H -4.3465 0.2346 -0.1919
68 H -6.1725 1.6117 0.6966
69 H -5.6524 3.5343 2.1837
70 H -3.3131 3.9531 2.8485
71 H -1.1022 3.4204 2.9250
72 H -0.4519 3.0159 1.3301
73 H -0.6533 1.7617 2.5492
74 C 2.1711 0.0650 9.6792
75 C 2.0642 -0.3957 8.2459
76 C 3.1049 -1.0924 7.6369
77 C 2.9965 -1.5191 6.3227
78 C 1.8417 -1.2560 5.5962
79 C 0.8061 -0.5532 6.1853
80 C 0.9193 -0.1299 7.5049
81 S 1.7363 -1.9073 3.9205
82 O 1.9872 -3.3302 4.0940
83 O 2.7982 -1.1942 3.2263
84 O 0.3735 -1.5840 3.5152
85 H 3.2086 0.0604 10.0150
86 H 1.6002 -0.5933 10.3395
87 H 1.7743 1.0753 9.7905
88 H 4.0112 -1.3034 8.1956
89 H 3.8039 -2.0515 5.8363
90 H -0.0805 -0.3322 5.6056
91 H 0.1013 0.4161 7.9647

Cartesian forces, eV/Å:
Ru -0.25 3.82 -1.08
Se -0.46 0.27 0.33
Sb 0.25 -1.73 -2.55
Se 0.04 -1.41 0.11
Se 0.22 -2.31 1.11
Se 0.22 0.40 0.37
O 0.14 0.12 0.09
Cl -0.22 0.77 -0.35
O 0.09 -0.16 0.10
O -0.11 0.06 0.26
O 0.74 0.05 0.25
O 0.10 0.08 0.18
C -0.09 -0.28 -0.21
C 0.27 -0.02 0.00
C -0.10 0.27 0.17
C 0.14 -0.13 -0.10
C -0.28 0.16 0.24
C 0.03 0.06 -0.25
N -0.01 -0.13 0.18
H -0.06 -0.03 0.04
H -0.05 0.03 0.02
H 0.02 -0.06 -0.05
H 0.02 0.02 -0.06
H 0.08 0.07 -0.03
H -0.04 0.06 0.00
H 0.07 -0.11 -0.05
H 0.10 0.07 -0.04
H -0.10 -0.02 -0.01
H 0.10 0.04 0.01
H -0.13 -0.19 0.04
C 0.04 0.12 0.03
C 0.03 0.08 -0.06
C 0.01 -0.04 -0.01
C 0.00 0.00 -0.02
C -0.02 0.01 -0.02
C 0.05 0.01 -0.06
C 0.04 -0.01 0.11
Sb -0.96 -0.12 0.21
C 0.22 0.02 -0.23
C -0.21 0.07 -0.08
C -0.04 0.03 0.05
C 0.01 -0.04 0.02
C 0.01 0.04 0.03
C 0.23 0.12 0.03
C -0.07 -0.20 0.25
C 0.03 0.03 -0.05
C 0.05 -0.03 0.05
C -0.09 -0.03 -0.03
C 0.03 0.00 0.07
C -0.02 -0.04 -0.08
C -0.02 0.03 0.11
C -0.05 0.01 -0.05
H -0.02 -0.05 0.02
H -0.02 -0.03 0.00
H 0.01 -0.03 0.01
H 0.00 0.01 0.00
H 0.00 0.00 0.00
H 0.01 0.00 0.02
H 0.02 -0.06 -0.02
H 0.01 -0.02 0.01
H 0.04 -0.02 0.00
H -0.07 0.00 -0.03
H -0.11 0.01 -0.03
H 0.05 0.05 -0.04
H 0.00 0.06 -0.18
H -0.04 0.04 -0.03
H 0.00 0.02 -0.03
H 0.00 -0.02 0.01
H -0.01 -0.03 0.02
H 0.00 -0.01 0.02
H -0.04 0.06 -0.06
H 0.07 -0.06 0.02
H 0.09 0.00 -0.05
C -0.05 -0.10 -0.12
C 0.03 0.08 0.10
C 0.00 -0.01 -0.09
C -0.06 0.08 0.02
C 0.11 -0.22 -0.06
C -0.04 0.06 0.05
C 0.03 -0.02 -0.07
S 0.00 0.50 1.94
O 0.01 -0.03 -0.11
O -0.11 -0.11 -0.27
O 0.06 0.01 -0.21
H -0.01 0.02 0.02
H 0.02 0.03 0.05
H 0.02 0.00 0.05
H -0.01 0.03 0.02
H 0.00 -0.05 0.05
H 0.00 -0.08 -0.03
H 0.01 0.03 -0.01

Its gap between HOMO and LUMO (alpha / beta) is 5.287 / 5.052 eV. As for the spin multiplicity: 6. Its total energy is -13014.91804 Ha. As for the expectation value of S²: 8.82. Its energy above the lowest of the compared OMol25 structures with the same formula, charge and spin is 81.6 kcal per mole. As for the charge: -2.

=====

A structure of composition C34H39CuN5O2P2S2 at a distorted geometry, computed with ωB97M-V/def2-TZVPD.

Atoms and positions in Å:
1 Cu -1.6553 -1.4436 -3.0504
2 C -1.7634 -2.5158 -4.7450
3 C -0.4404 -2.3618 -4.3449
4 C 0.4693 -1.2768 -4.8545
5 C -0.1999 0.1197 -4.9102
6 C -1.2022 0.3462 -3.8116
7 C -2.5742 0.1042 -3.9085
8 C -3.2256 -0.4464 -5.1453
9 C -2.4658 -1.6485 -5.7636
10 C -0.8708 1.7420 1.3651
11 H -2.2501 -3.4793 -4.5570
12 H 0.0592 -3.2194 -3.8757
13 H 0.8932 -1.5148 -5.8440
14 H 1.3254 -1.2242 -4.1676
15 H 0.5972 0.8729 -4.7931
16 H -0.6427 0.2873 -5.9009
17 H -0.8758 1.0490 -3.0394
18 H -3.2322 0.6105 -3.1927
19 H -3.3499 0.3343 -5.9144
20 H -4.2443 -0.7677 -4.8854
21 H -3.2094 -2.2723 -6.2800
22 H -1.7592 -1.2780 -6.5195
23 H -0.3209 1.3203 2.2295
24 H -1.6970 1.0702 1.1026
25 H -1.2869 2.7008 1.7190
26 P 0.2407 2.0188 0.0215
27 P 0.8096 -1.1116 1.2874
28 N -0.6999 2.9104 -1.0963
29 N 1.3499 3.1555 0.6105
30 N -0.6532 -2.0843 -0.1209
31 N 1.6692 -2.6159 1.4422
32 C 1.2404 0.8165 -0.8664
33 C 1.7019 -0.5097 -0.2012
34 C -2.1029 2.8787 -1.1349
35 C -2.5405 3.7659 -2.1008
36 C -1.3764 4.3451 -2.7099
37 C -0.2626 3.7910 -2.0973
38 C 1.2937 3.8053 1.8460
39 C 2.2315 4.8198 1.8405
40 C 2.8999 4.7878 0.5808
41 C 2.3478 3.7622 -0.1602
42 C -1.6613 -1.3609 -0.7246
43 C -2.5820 -2.2469 -1.3822
44 C -1.9704 -3.5467 -1.2784
45 C -0.8285 -3.3961 -0.4954
46 C 2.2917 -3.3540 0.4361
47 C 2.8886 -4.4722 1.0056
48 C 2.6159 -4.4366 2.4086
49 C 1.8549 -3.3012 2.6488
50 H 2.1523 1.3636 -1.1513
51 H 0.7092 0.5806 -1.8089
52 H 1.5281 -1.3113 -0.9292
53 H 2.7860 -0.4781 0.0165
54 H -2.6434 2.2587 -0.4364
55 H -3.5705 3.9733 -2.3422
56 H -1.3757 5.0870 -3.4914
57 H 0.7900 3.9475 -2.2724
58 H 0.6152 3.4536 2.6110
59 H 2.4065 5.5088 2.6508
60 H 3.6902 5.4441 0.2506
61 H 2.5749 3.4014 -1.1551
62 H -1.8285 -0.3066 -0.5218
63 H -3.6184 -2.0017 -1.6292
64 H -2.3537 -4.4700 -1.6985
65 H -0.1655 -4.1851 -0.1518
66 H 2.2619 -3.0424 -0.5948
67 H 3.4369 -5.2182 0.4558
68 H 2.9363 -5.1607 3.1499
69 H 1.4335 -2.9105 3.5596
70 O -2.1527 1.0177 5.2656
71 S -0.8163 1.5337 5.4401
72 O -0.6515 2.8718 5.9530
73 N 0.1007 1.3155 4.0450
74 C 1.0294 0.3851 4.1414
75 S 2.0739 -0.0810 2.8377
76 C 1.1519 -0.1874 5.4764
77 C 2.0447 -1.1476 5.9570
78 C 1.9252 -1.5775 7.2786
79 C 0.9341 -1.0348 8.1139
80 C 0.0506 -0.0490 7.6392
81 C 0.1896 0.3701 6.3233
82 H 2.8088 -1.5295 5.2818
83 H 2.6002 -2.3444 7.6618
84 H 0.8433 -1.3875 9.1423
85 H -0.7338 0.3815 8.2600

Cartesian forces, eV/Å:
Cu 0.07 -0.22 1.51
C -0.11 -0.92 -0.56
C 0.42 -0.75 -0.33
C 0.30 0.38 -0.07
C 0.63 0.08 -0.33
C 0.17 1.03 0.29
C -0.42 0.77 -0.07
C -0.32 -0.21 -0.27
C -0.33 0.25 -0.32
C -0.30 -0.55 0.39
H 0.24 0.29 0.09
H -0.24 0.30 -0.15
H -0.05 -0.07 0.03
H -0.11 0.03 -0.13
H -0.19 -0.13 -0.21
H 0.08 0.05 0.24
H -0.25 -0.09 -0.17
H 0.19 -0.07 -0.26
H 0.01 -0.01 0.02
H 0.23 0.03 -0.03
H 0.27 0.17 -0.08
H -0.19 -0.26 0.12
H -0.33 0.17 -0.60
H 0.37 0.04 0.04
H 0.23 -0.19 -0.49
P -0.06 2.06 -0.29
P -2.42 -1.17 -0.67
N -0.08 -0.29 -0.29
N 0.19 -0.22 0.05
N 0.21 0.02 -0.49
N 0.37 -0.73 0.09
C 0.06 -0.69 -0.36
C 0.76 0.06 -0.14
C -0.08 0.76 -0.52
C 0.90 -0.69 0.67
C 0.57 -0.85 0.84
C -0.94 0.24 -0.27
C 0.46 0.67 -0.17
C -0.74 -0.86 -0.09
C -0.52 -0.74 -0.52
C 0.36 0.53 0.58
C -0.49 -1.14 0.28
C 0.60 0.12 0.74
C 0.01 0.42 0.68
C -0.64 0.18 -0.16
C 0.48 -0.64 0.89
C -0.67 1.08 -0.21
C -0.59 0.80 -0.09
C 0.45 -0.50 -0.78
H -0.41 0.05 0.09
H -0.07 0.06 0.48
H 0.07 0.44 0.12
H -0.50 0.10 -0.10
H -0.06 0.12 -0.21
H 0.05 -0.04 0.02
H 0.12 -0.07 -0.01
H -0.19 0.08 0.02
H 0.18 0.16 -0.03
H 0.05 -0.10 0.01
H -0.04 -0.07 0.01
H 0.04 0.18 0.23
H 0.08 -0.19 0.08
H 0.46 -0.17 -0.05
H 0.07 0.14 0.16
H 0.00 0.30 -0.12
H 0.00 -0.13 0.13
H 0.02 -0.04 0.04
H -0.14 0.20 -0.15
H 0.04 -0.03 0.01
O 0.83 0.31 -0.18
S 0.49 -0.43 0.29
O 0.04 -0.68 -0.51
N 0.46 -0.56 -0.37
C -1.33 1.41 -0.44
S 1.47 0.84 0.72
C -0.04 -0.23 1.26
C -0.22 0.22 -0.26
C -0.30 0.24 0.14
C -0.02 0.09 -0.27
C 0.24 -0.09 -0.20
C 0.12 -0.77 0.88
H -0.14 -0.04 0.20
H -0.20 0.27 -0.09
H 0.03 0.11 -0.31
H 0.24 -0.18 -0.01

Its gap between HOMO and LUMO (alpha / beta) is 3.392 / 6.012 eV. As for the spin multiplicity: 2. Its total energy is -4862.62044 Ha. As for the expectation value of S²: 0.76. Its energy above the lowest of the compared OMol25 structures with the same formula, charge and spin is 0.0 kcal per mole.

=====

A structure of composition C34H39FeN5O at a distorted geometry, computed with ωB97M-V/def2-TZVPD.

Atoms and positions in Å:
1 Fe -0.0499 0.5088 0.1523
2 N 3.2560 0.7882 3.4046
3 N -2.2462 2.9560 1.3880
4 C -0.5073 -1.2485 -1.2242
5 C -0.5234 -1.6320 0.1722
6 C 0.8525 -1.6779 0.6056
7 C 1.3700 -2.2719 1.8956
8 H 0.5605 -2.5781 2.5567
9 H 1.9587 -1.4154 2.5144
10 H 2.0686 -3.0901 1.7256
11 C 1.6872 -1.2653 -0.4675
12 C 3.1656 -1.2537 -0.3454
13 H 3.5578 -2.2565 -0.5674
14 H 3.4981 -1.0403 0.6815
15 H 3.6782 -0.5502 -1.0141
16 C 0.8604 -1.0158 -1.6012
17 C 1.2942 -0.8577 -3.0063
18 H 2.1735 -0.2139 -3.1398
19 H 0.4900 -0.4618 -3.6399
20 H 1.5480 -1.8509 -3.4087
21 C -1.7102 -2.1087 0.9285
22 H -1.8185 -3.2009 0.8493
23 H -2.6320 -1.6494 0.5493
24 H -1.6370 -1.8522 1.9935
25 C -1.6031 -1.4755 -2.2008
26 H -1.5215 -0.8264 -3.0843
27 H -2.5938 -1.2947 -1.7703
28 H -1.5815 -2.5202 -2.5593
29 C 3.9506 1.8044 3.8704
30 H 4.8795 1.5206 4.4017
31 C 3.5500 3.1524 3.7204
32 H 4.2100 3.9103 4.1717
33 C 2.3697 3.4426 3.0121
34 H 2.0646 4.5138 2.9589
35 C 1.6438 2.3728 2.4597
36 H 0.7291 2.5237 1.8814
37 C 2.1216 1.0061 2.6775
38 C 1.5503 -0.1910 2.2147
39 H 0.3744 0.0655 2.1769
40 C -1.9777 1.9049 0.5057
41 C -3.3274 2.3873 2.1150
42 H -3.5485 2.2720 3.1912
43 C -4.1517 1.9341 1.1027
44 H -5.2258 2.0524 0.9718
45 N -3.3086 1.5538 0.0332
46 C -3.8629 1.0739 -1.1960
47 C -5.0123 0.2542 -1.1156
48 C -5.6718 -0.0973 -2.3047
49 H -6.5101 -0.8019 -2.2607
50 C -5.2486 0.3948 -3.5411
51 C -6.0416 0.0495 -4.7692
52 H -5.3865 -0.0584 -5.6367
53 H -6.7710 0.8362 -4.9993
54 H -6.6016 -0.8812 -4.6282
55 C -4.1188 1.2231 -3.6111
56 H -3.7761 1.5371 -4.6026
57 C -3.4454 1.6035 -2.4300
58 C -2.3326 2.5828 -2.3540
59 H -2.7365 3.5967 -2.1114
60 H -1.7291 2.6098 -3.2881
61 H -1.6712 2.2963 -1.4850
62 C -5.4450 -0.3819 0.1652
63 H -5.7453 0.3045 0.9690
64 H -4.6524 -1.0323 0.5638
65 H -6.3208 -1.0157 -0.0295
66 N 5.1696 1.8368 1.1011
67 C 4.6128 2.9842 0.6223
68 O 4.9293 4.1155 1.0294
69 C 3.5056 2.7969 -0.3696
70 C 3.1504 3.6258 -1.4449
71 C 2.0979 3.2072 -2.2701
72 C 1.2239 2.2036 -1.8506
73 N 1.4105 1.6175 -0.6445
74 C 2.6330 1.7789 -0.0738
75 H 5.9132 1.8846 1.7647
76 H 4.8685 0.8936 0.8451
77 H 3.7278 4.5323 -1.6001
78 H 1.8943 3.6427 -3.2439
79 H 0.3625 1.8756 -2.4499
80 H 2.9142 1.1167 0.7394

Cartesian forces, eV/Å:
Fe -1.07 0.00 0.46
N 1.00 0.12 0.05
N 3.91 -5.60 2.83
C 1.07 0.04 0.42
C 1.34 -0.36 -0.62
C -0.50 -1.34 -0.87
C -1.09 -2.07 -1.11
H 0.09 -0.06 0.04
H -0.26 0.52 0.01
H 0.09 -0.24 -0.13
C -1.05 -0.61 -0.13
C 0.62 -0.27 -0.12
H 0.10 0.11 -0.09
H -0.28 0.08 -0.10
H -0.18 -0.07 -0.06
C -0.69 -0.74 0.99
C 0.20 0.09 -0.55
H -0.08 -0.06 0.10
H 0.18 -0.01 0.11
H 0.07 0.21 -0.09
C -0.34 -0.12 0.27
H -0.07 0.15 0.07
H 0.19 -0.09 0.07
H -0.05 -0.08 -0.16
C -0.51 0.05 -0.31
H -0.06 -0.14 0.22
H 0.11 -0.04 -0.07
H -0.04 0.22 0.05
C -0.52 0.89 -0.11
H -0.45 0.41 -0.16
C 0.97 -0.41 0.70
H -0.61 -0.17 -0.41
C -0.18 -0.60 0.17
H 0.01 -1.09 -0.29
C 0.65 0.09 0.63
H 0.14 0.14 0.28
C 0.26 -0.28 1.34
C -3.24 6.30 0.53
H 1.95 -1.25 0.31
C -0.83 3.17 -1.75
C -2.52 1.94 -2.47
H 0.24 1.46 -0.63
C -0.14 -0.67 0.65
H 0.45 -0.54 0.34
N -0.24 -0.23 1.05
C -0.79 0.22 0.52
C 0.50 -0.23 -0.76
C 0.44 0.38 0.25
H 0.22 0.34 0.00
C 0.15 -0.02 0.27
C -0.02 -0.02 -0.21
H -0.10 -0.04 -0.02
H 0.11 -0.09 0.02
H 0.12 0.12 -0.06
C -0.09 -0.22 0.76
H -0.01 0.17 0.44
C -0.48 -0.65 -0.09
C 1.20 0.44 -0.04
H 0.38 -0.61 -0.29
H -0.46 0.17 0.44
H -0.56 0.56 -1.21
C -0.75 -0.73 0.50
H 0.24 -0.47 -0.50
H -0.17 0.28 0.01
H 0.21 -0.03 -0.05
N -0.11 -0.39 -0.96
C 0.58 1.63 0.77
O -0.13 -1.72 -1.03
C -0.61 0.29 -0.82
C 0.40 -0.47 0.39
C -0.23 0.02 -0.17
C 0.70 0.41 0.99
N 1.98 0.41 -1.26
C -1.06 -0.24 0.16
H 0.03 0.31 0.39
H 0.05 0.83 0.07
H -0.07 -0.13 -0.33
H 0.15 0.29 0.25
H 0.38 0.31 0.48
H -0.82 0.00 -0.35

Its gap between HOMO and LUMO (alpha / beta) is 5.003 / 5.027 eV. As for the spin multiplicity: 6. Its total energy is -2931.38200 Ha. As for the expectation value of S²: 8.78. Its energy above the lowest of the compared OMol25 structures with the same formula, charge and spin is 185.5 kcal per mole. As for the charge: -1.

=====

> What is the formula in the second record?

C34H39CuN5O2P2S2